[1]
Molecular formula: C17H21BrNO5
Method: DFT, ωB97M-V with the def2-TZVPD basis set

Kohn-Sham gap (spin up / spin down), eV: 7.44 / 8.19
Highest occupied orbital energy (spin up / spin down), eV: -8.77 / -9.52
Expectation value of S²: 0.754

The geometry in ORCA input format:
```
! wB97M-V def2-TZVPD RIJCOSX def2/J DEFGRID3
* xyz 0 2
C 1.306 -0.125 2.048
C 0.329 3.835 0.027
N 2.304 -1.501 0.209
H 0.561 -1.874 -2.056
O -5.405 5.147 -0.993
C -3.144 4.282 -0.684
H 1.081 0.759 1.450
O -3.718 6.438 -0.117
H 4.187 -2.226 -1.640
H -2.108 2.758 -1.793
H 0.706 -3.617 -1.998
H 0.689 -2.367 3.121
O -1.997 6.830 1.365
C 2.660 -3.924 -0.232
C 1.399 -2.521 2.307
H 3.141 -3.199 -2.672
H 2.402 -2.492 2.738
H 0.583 -0.140 2.864
H 2.899 -1.471 -2.589
H -0.245 -3.685 0.264
C 2.195 -2.575 -0.823
C -2.528 6.179 0.545
H -1.291 -2.750 -0.775
C -0.817 4.168 0.127
C 1.223 -1.424 1.236
O -2.384 1.484 0.470
H 1.208 -3.530 1.952
C -3.101 2.913 -1.336
H -0.926 -1.616 1.409
C -4.293 5.298 -0.635
Br -5.079 1.099 0.039
C -0.304 -2.753 -0.306
C -0.175 -1.547 0.619
H -0.412 -0.640 0.053
C -3.261 1.845 -0.216
H 1.350 3.617 -0.241
O 2.340 -0.352 -0.416
C -2.112 4.810 -0.019
H -3.857 2.773 -2.120
H 1.915 -4.406 0.398
C 3.161 -2.346 -1.994
H 2.298 0.002 2.486
H 2.867 -4.641 -1.028
H 3.579 -3.804 0.343
C 0.774 -2.714 -1.386
*
```

Charges in e, computed with Mulliken, in the same order as the atoms: -1.765 -0.042 0.439 0.385 -0.463 0.317 0.275 -0.291 0.450 0.310 0.372 0.440 -0.446 -1.756 -1.783 0.431 0.386 0.421 0.360 0.301 1.728 0.262 0.387 -0.697 1.692 -0.346 0.295 -0.789 0.466 0.286 -0.162 -0.584 -1.101 0.263 0.369 0.453 -0.583 0.785 0.453 0.277 -1.833 0.461 0.480 0.372 -1.276

***

[2]
Molecular formula: C17H21Cl2KOSi
Method: DFT, ωB97M-V with the def2-TZVPD basis set

Kohn-Sham gap, eV: 8.05
Highest occupied orbital energy, eV: -8.20

The geometry in ORCA input format:
```
! wB97M-V def2-TZVPD RIJCOSX def2/J DEFGRID3
* xyz 0 1
H -1.236 2.569 -4.327
H 1.476 -2.850 1.861
C 0.760 2.053 0.299
H 1.490 3.969 0.922
H 2.533 -0.196 0.722
H 0.206 -3.428 -0.951
H 0.699 -1.278 2.105
H 1.557 -2.757 -1.863
C -0.920 1.077 1.668
C -0.696 1.191 -2.775
Cl -4.688 -0.127 3.205
C -0.105 0.983 0.539
C -3.755 -0.943 4.463
C 0.809 3.155 1.141
C -0.531 1.813 -4.003
H 0.678 1.951 -5.775
H 1.403 2.026 -0.574
H 3.276 -1.786 0.502
C 1.202 -2.987 -0.857
H 0.009 4.086 2.906
H -4.411 -1.150 5.299
H -1.535 1.469 -2.143
Si -0.203 -0.542 -0.626
C 1.431 0.492 -4.392
C 2.543 -1.085 0.086
C 0.539 1.464 -4.817
C 1.155 -1.731 0.021
C -0.888 2.174 2.517
K -2.954 -1.411 1.070
C 0.749 -2.146 1.441
H 1.875 -3.740 -0.431
H 1.966 -0.881 -2.853
Cl -3.101 -2.471 3.863
H -1.544 2.210 3.381
C 1.253 -0.125 -3.159
H -1.598 0.257 1.889
C 0.190 0.210 -2.322
O -1.626 -1.210 -0.549
H -0.228 -2.641 1.431
H -2.926 -0.308 4.752
H 2.269 0.208 -5.017
H 2.895 -0.784 -0.903
C -0.020 3.222 2.254
*
```

Charges in e, computed with Mulliken, in the same order as the atoms: 0.374 0.507 -0.020 0.387 0.370 0.355 0.353 0.294 0.480 -0.187 -0.143 0.545 -0.231 -0.742 -0.674 0.364 0.425 0.507 -1.812 0.376 0.338 0.309 0.234 -0.802 -1.683 -0.390 2.073 -0.738 0.914 -1.679 0.482 0.089 -0.138 0.336 0.061 -0.538 0.335 -1.315 0.151 0.241 0.382 0.280 -0.469

***

[3]
Molecular formula: C17H21Cl2NO4PbS2
Method: DFT, ωB97M-V with the def2-TZVPD basis set

Kohn-Sham gap (spin up / spin down), eV: 3.39 / 3.39
Highest occupied orbital energy (spin up / spin down), eV: -0.94 / -0.94

The geometry in ORCA input format:
```
! wB97M-V def2-TZVPD RIJCOSX def2/J DEFGRID3
* xyz -2 1
H 2.235 0.144 -2.520
O -1.722 1.151 0.074
C 1.454 0.226 -3.277
H -4.890 -0.800 1.871
C 3.460 1.628 5.053
Cl 1.777 -1.384 0.591
Pb -2.487 -0.141 1.680
C -1.599 -3.537 -1.707
H -0.651 2.059 -3.110
H -0.850 1.509 0.392
C -3.356 -0.925 -2.007
Cl -2.475 -2.802 1.305
C -1.899 -1.014 -2.203
C 0.218 -1.866 -2.473
H 1.432 1.663 5.913
H -1.812 -4.172 -2.589
N 0.113 2.154 1.721
C 4.242 1.698 3.873
H 3.966 1.511 6.027
S 1.865 2.472 -0.154
H 1.250 1.286 -3.370
H 1.446 -3.369 -3.394
H -2.152 1.439 -3.846
C 2.241 2.020 2.577
C 2.047 1.710 4.997
C -1.050 0.047 -2.654
C 1.419 2.256 1.414
C 3.617 1.877 2.636
C 0.256 -0.484 -2.825
H 2.287 -2.234 -2.296
H 5.335 1.593 3.939
O -1.159 0.908 3.516
H -0.840 -4.028 -1.088
O -0.693 3.274 3.962
H 1.847 -0.165 -4.222
C 1.357 -2.790 -2.458
H 1.260 -3.493 -1.620
H -3.613 0.045 -1.544
C -1.512 1.409 -2.942
H 4.154 1.802 1.694
S -0.248 2.050 3.333
C -1.114 -2.199 -2.091
O -4.543 0.010 1.439
C 1.461 1.823 3.735
H -2.470 -3.432 -1.040
H -3.685 -1.683 -1.277
H -2.037 1.809 -2.052
H -3.879 -1.052 -2.982
*
```

Charges in e, computed with Mulliken, in the same order as the atoms: 0.361 -0.858 -1.797 0.234 -0.328 -0.770 1.137 -1.593 0.367 0.513 -1.289 -0.645 0.596 1.156 0.370 0.238 -0.606 -0.474 0.303 -0.476 0.339 0.342 0.288 0.242 -0.542 0.582 0.284 -0.504 0.480 0.367 0.327 -0.679 0.366 -0.687 0.309 -1.535 0.355 0.362 -1.346 0.357 1.070 0.332 -0.861 0.154 0.282 0.360 0.243 0.274

***

[4]
Molecular formula: C17H21Cl2NO5SSn
Method: DFT, ωB97M-V with the def2-TZVPD basis set

Relative energy (zero: lowest compared OMol25 entry of this formula, charge and spin), kJ/mol: 0.0
Kohn-Sham gap, eV: 3.06
Highest occupied orbital energy, eV: 0.88

The geometry in ORCA input format:
```
! wB97M-V def2-TZVPD RIJCOSX def2/J DEFGRID3
* xyz -2 1
O 2.227 1.806 2.535
C 2.185 -0.779 -3.638
H -0.503 0.100 7.974
Cl 0.264 3.073 -0.511
C 1.305 1.152 3.043
C 0.738 -0.631 -3.396
O 0.725 -1.204 -0.166
C -1.333 0.341 -3.103
O -0.627 -1.747 2.604
H 2.399 -0.759 -4.717
S -0.828 -0.397 3.069
H 0.234 -1.678 0.533
H 2.869 1.695 -0.201
C -0.051 -0.029 4.616
C 1.656 1.337 5.606
H 2.740 0.029 -3.139
H -0.454 -3.456 -1.891
H -0.057 2.735 -3.581
H -2.395 -2.676 -1.848
N 0.296 0.596 2.286
C 1.042 0.809 4.466
Cl -1.831 0.561 0.143
H 0.716 1.935 -4.983
C -2.410 1.342 -2.990
C 0.018 0.599 -3.476
H -1.552 -0.870 5.895
H -3.356 -1.910 -3.138
O 2.458 0.895 -0.571
O -2.143 0.162 3.162
H 1.575 2.041 -3.428
H 1.224 -3.126 -2.395
H -3.179 -1.109 -1.544
C -0.051 0.282 6.992
C -1.445 -1.044 -2.777
C -0.642 -0.273 5.852
H 1.554 1.501 7.758
Sn 0.583 0.766 0.183
H -2.148 2.235 -3.557
C -0.166 -1.643 -2.958
C 0.174 -3.053 -2.694
H -3.358 0.945 -3.374
H 2.533 -1.736 -3.237
H 0.021 -3.660 -3.599
H -2.576 1.630 -1.943
H 2.548 1.951 5.466
C 1.102 1.079 6.862
C -2.667 -1.718 -2.302
C 0.587 1.901 -3.888
*
```

Charges in e, computed with Mulliken, in the same order as the atoms: -0.719 -1.503 0.342 -0.502 0.711 0.778 -0.696 0.254 -0.679 0.256 1.047 0.267 0.223 0.374 -0.582 0.229 0.414 0.326 0.368 -0.116 0.032 -0.563 0.267 -1.348 0.326 0.384 0.242 -0.743 -0.554 0.277 0.421 0.260 -0.490 0.688 -0.630 0.354 1.302 0.440 0.429 -2.015 0.336 0.339 0.229 0.103 0.431 -0.375 -1.447 -1.489